7
Properties=species:S:1:pos:R:3:forces:R:3 method="wB97M-V/def2-TZVPD" homo_lumo_gap_ev="6.53 / 6.86" charge=-1 de_lowest_kcal_mol=7.59
Cl 1.23244 0.33716 -1.59415 -0.7 -0.3 0.4
Cl -1.96758 0.40163 -1.35020 0.1 -0.1 0.0
Cl -0.00513 1.92611 0.49123 -0.1 0.1 0.3
O 0.53854 -1.95134 0.42706 -0.3 1.4 0.5
N 0.31189 -0.68269 0.72025 -0.7 2.2 -3.4
C 0.07574 0.35984 -0.25606 1.8 -2.8 2.0
H -0.18588 -0.39071 1.56188 -0.1 -0.6 0.2